(1)
The following is a DFT calculation (ωB97M-V with the def2-TZVPD basis set) of a molecular structure, C12H32B2F8FeO12S4.

Results
- spin multiplicity = 5
- highest occupied orbital energy (spin up / spin down) (Ha) = -0.4169 / -0.3613
- energy relative to the best compared isomer or geometry (same formula, charge and spin) (eV) = 5.279

Element x y z (Å)
Fe1 -0.50 1.77 1.42
B1 0.43 3.45 3.06
F1 0.24 4.79 2.98
F2 -0.81 2.84 3.16
F3 1.14 2.98 1.96
F4 1.16 3.15 4.22
B2 0.87 -0.45 2.09
F5 0.15 -0.45 0.97
F6 0.38 0.64 2.75
F7 0.61 -1.68 2.74
F8 2.21 -0.31 1.84
O1 -1.65 0.71 -0.24
S1 -2.34 0.04 -1.35
O2 -3.79 0.26 -1.57
O3 -1.42 0.23 -2.75
C1 -1.70 1.34 -3.55
C2 -2.94 1.18 -4.45
C3 -2.08 -1.80 -1.21
H1 -0.82 1.45 -4.18
H2 -1.71 2.29 -3.00
H3 -2.96 0.18 -4.88
H4 -2.99 1.94 -5.22
H5 -3.89 1.33 -3.94
H6 -1.25 -2.05 -1.87
H7 -2.96 -2.42 -1.39
H8 -1.64 -1.96 -0.22
O4 0.73 -3.54 -0.95
S2 1.72 -4.60 -0.56
O5 1.39 -6.02 -0.64
O6 3.11 -4.26 -1.40
C4 3.56 -2.94 -1.53
C5 3.94 -2.57 -2.99
C6 2.59 -4.19 1.04
H9 4.44 -2.75 -0.91
H10 2.84 -2.17 -1.25
H11 4.49 -1.63 -2.93
H12 3.24 -2.51 -3.82
H13 4.73 -3.22 -3.38
H14 2.06 -4.64 1.89
H15 2.58 -3.13 1.28
H16 3.56 -4.66 0.97
O7 0.86 1.94 -0.16
S3 1.69 2.17 -1.35
O8 0.98 2.32 -2.61
O9 2.72 3.39 -0.96
C7 2.58 4.57 -1.69
C8 1.34 5.36 -1.22
C9 2.93 0.86 -1.66
H17 2.66 4.49 -2.77
H18 3.42 5.04 -1.17
H19 1.23 5.25 -0.14
H20 0.45 4.94 -1.69
H21 1.30 6.39 -1.59
H22 3.65 1.29 -2.35
H23 2.43 0.06 -2.20
H24 3.43 0.53 -0.75
O10 -2.37 1.09 2.15
S4 -3.61 0.54 2.68
O11 -4.82 1.10 2.15
O12 -3.77 -1.15 2.58
C10 -2.67 -1.88 3.13
C11 -2.96 -3.31 2.97
C12 -3.58 0.78 4.50
H25 -2.69 -1.77 4.22
H26 -1.72 -1.70 2.63
H27 -3.80 -3.51 2.30
H28 -3.16 -3.79 3.92
H29 -2.06 -3.75 2.54
H30 -4.15 1.66 4.80
H31 -2.68 0.46 5.01
H32 -4.40 0.06 4.56

Table of Mulliken atomic charges, one value per atom, all in e: number 1, Fe, carries 1.240; number 2, B, carries 0.329; number 3, F, carries -0.399; number 4, F, carries -0.225; number 5, F, carries -0.267; number 6, F, carries -0.390; number 7, B, carries 0.379; number 8, F, carries -0.028; number 9, F, carries -0.168; number 10, F, carries -0.359; number 11, F, carries -0.400; number 12, O, carries -0.429; number 13, S, carries 0.922; number 14, O, carries -0.658; number 15, O, carries -0.140; number 16, C, carries -0.339; number 17, C, carries -1.293; number 18, C, carries -0.717; number 19, H, carries 0.352; number 20, H, carries 0.305; number 21, H, carries 0.299; number 22, H, carries 0.424; number 23, H, carries 0.313; number 24, H, carries 0.329; number 25, H, carries 0.480; number 26, H, carries 0.025; number 27, O, carries -0.392; number 28, S, carries 0.942; number 29, O, carries -0.601; number 30, O, carries -0.413; number 31, C, carries 0.398; number 32, C, carries -1.421; number 33, C, carries -0.842; number 34, H, carries 0.315; number 35, H, carries -0.066; number 36, H, carries 0.370; number 37, H, carries 0.322; number 38, H, carries 0.383; number 39, H, carries 0.423; number 40, H, carries 0.170; number 41, H, carries 0.387; number 42, O, carries 0.102; number 43, S, carries 0.828; number 44, O, carries -0.600; number 45, O, carries -0.251; number 46, C, carries -0.277; number 47, C, carries -0.896; number 48, C, carries -1.201; number 49, H, carries 0.312; number 50, H, carries 0.331; number 51, H, carries 0.227; number 52, H, carries 0.211; number 53, H, carries 0.402; number 54, H, carries 0.484; number 55, H, carries 0.345; number 56, H, carries 0.436; number 57, O, carries -0.170; number 58, S, carries 0.736; number 59, O, carries -0.590; number 60, O, carries -0.418; number 61, C, carries 1.043; number 62, C, carries -1.533; number 63, C, carries -1.160; number 64, H, carries 0.257; number 65, H, carries -0.395; number 66, H, carries 0.280; number 67, H, carries 0.366; number 68, H, carries 0.356; number 69, H, carries 0.380; number 70, H, carries 0.311; number 71, H, carries 0.525

=====

(2)
The following is a DFT calculation (ωB97M-V with the def2-TZVPD basis set) of 3 unconnected molecules or ions with the total composition C12H32BNO6.

Results
- spin multiplicity = 1
- highest occupied orbital energy (Ha) = -0.3459
- SMILES = COCCO[C@@H](O)B(N)O.CCOCC.CCOCC

Element x y z (Å)
C1 -0.04 1.71 -0.42
O1 0.88 2.80 -0.32
C2 1.45 3.13 -1.55
C3 2.69 2.29 -1.92
O2 2.50 0.90 -1.79
C4 2.38 0.23 -3.04
O3 2.79 -1.11 -2.82
B1 0.88 0.20 -3.61
N1 0.50 1.15 -4.66
O4 -0.08 -0.71 -3.11
H1 -0.87 1.77 0.28
H2 -0.36 1.59 -1.47
H3 0.53 0.80 -0.19
H4 1.79 4.17 -1.46
H5 0.71 3.15 -2.37
H6 3.51 2.57 -1.24
H7 3.01 2.59 -2.93
H8 3.08 0.64 -3.79
H9 2.65 -1.27 -1.89
H10 1.10 1.97 -4.54
H11 -0.46 1.44 -4.51
H12 -0.84 -0.20 -2.84
C5 -4.83 -4.18 -1.07
C6 -4.09 -3.03 -1.72
O5 -3.43 -2.18 -0.80
C7 -2.44 -2.79 0.00
C8 -1.29 -3.38 -0.79
H13 -5.52 -3.81 -0.31
H14 -5.39 -4.75 -1.82
H15 -4.15 -4.88 -0.58
H16 -4.80 -2.40 -2.26
H17 -3.38 -3.40 -2.47
H18 -2.88 -3.54 0.66
H19 -2.05 -2.00 0.65
H20 -1.61 -4.22 -1.41
H21 -0.50 -3.73 -0.12
H22 -0.86 -2.63 -1.47
C9 0.83 -0.24 4.98
C10 1.69 0.94 5.39
O6 2.54 1.41 4.36
C11 1.89 1.88 3.19
C12 0.97 3.06 3.44
H23 1.45 -1.04 4.58
H24 0.27 -0.62 5.84
H25 0.11 0.03 4.21
H26 2.35 0.64 6.21
H27 1.07 1.76 5.78
H28 1.36 1.06 2.70
H29 2.69 2.19 2.51
H30 0.12 2.78 4.07
H31 0.58 3.44 2.50
H32 1.50 3.86 3.96

Table of Mulliken atomic charges, one value per atom, all in e: number 1, C, carries -0.699; number 2, O, carries -0.332; number 3, C, carries -0.554; number 4, C, carries -0.440; number 5, O, carries -0.418; number 6, C, carries 0.085; number 7, O, carries -0.585; number 8, B, carries 0.175; number 9, N, carries -0.571; number 10, O, carries -0.373; number 11, H, carries 0.360; number 12, H, carries 0.227; number 13, H, carries 0.275; number 14, H, carries 0.350; number 15, H, carries 0.317; number 16, H, carries 0.370; number 17, H, carries 0.373; number 18, H, carries 0.268; number 19, H, carries 0.310; number 20, H, carries 0.318; number 21, H, carries 0.246; number 22, H, carries 0.263; number 23, C, carries -1.076; number 24, C, carries -0.278; number 25, O, carries -0.434; number 26, C, carries -0.342; number 27, C, carries -0.851; number 28, H, carries 0.279; number 29, H, carries 0.398; number 30, H, carries 0.269; number 31, H, carries 0.358; number 32, H, carries 0.275; number 33, H, carries 0.310; number 34, H, carries 0.313; number 35, H, carries 0.288; number 36, H, carries 0.392; number 37, H, carries 0.136; number 38, C, carries -0.993; number 39, C, carries -0.317; number 40, O, carries -0.450; number 41, C, carries -0.155; number 42, C, carries -1.045; number 43, H, carries 0.279; number 44, H, carries 0.391; number 45, H, carries 0.233; number 46, H, carries 0.336; number 47, H, carries 0.284; number 48, H, carries 0.198; number 49, H, carries 0.274; number 50, H, carries 0.277; number 51, H, carries 0.372; number 52, H, carries 0.315

=====

(3)
The following is a DFT calculation (ωB97M-V with the def2-TZVPD basis set) of 6 unconnected molecules or ions with the total composition C12H32Br4O4.

Results
- spin multiplicity = 1
- highest occupied orbital energy (Ha) = -0.3623
- SMILES = BrCCBr.BrCCBr.CCO.CCO.CCO.CCO

Element x y z (Å)
Br1 3.76 1.16 -3.21
C1 3.71 -0.36 -1.99
C2 5.05 -1.02 -2.01
Br2 5.03 -2.59 -0.87
H1 2.90 -1.01 -2.31
H2 3.43 0.01 -1.01
H3 5.86 -0.39 -1.67
H4 5.31 -1.34 -3.02
Br3 -1.57 -2.21 2.96
C3 -0.30 -0.98 2.16
C4 -0.47 -1.03 0.66
Br4 0.90 0.04 -0.17
H5 0.69 -1.28 2.47
H6 -0.48 0.02 2.56
H7 -1.45 -0.63 0.39
H8 -0.42 -2.06 0.31
C5 -3.16 2.53 1.59
C6 -2.29 3.46 2.37
O1 -3.02 4.68 2.59
H9 -4.09 2.37 2.14
H10 -2.67 1.57 1.47
H11 -3.47 2.97 0.64
H12 -1.35 3.71 1.85
H13 -2.03 3.02 3.34
H14 -2.43 5.33 2.99
C7 1.18 -4.03 -0.95
C8 0.07 -3.37 -1.77
O2 -1.14 -3.50 -1.06
H15 1.17 -5.11 -1.09
H16 0.99 -3.82 0.10
H17 2.16 -3.67 -1.24
H18 -0.04 -3.78 -2.78
H19 0.36 -2.31 -1.90
H20 -1.79 -2.92 -1.47
C9 -3.53 -0.94 -0.81
C10 -3.91 -1.41 -2.19
O3 -2.73 -1.84 -2.86
H21 -2.70 -0.23 -0.84
H22 -3.23 -1.77 -0.16
H23 -4.38 -0.45 -0.33
H24 -4.39 -0.59 -2.73
H25 -4.61 -2.25 -2.10
H26 -2.94 -2.17 -3.74
C11 1.79 2.66 2.13
C12 2.81 3.13 1.12
O4 2.91 4.54 1.22
H27 2.11 2.88 3.14
H28 1.68 1.57 2.07
H29 0.83 3.12 1.88
H30 2.51 2.82 0.11
H31 3.76 2.62 1.31
H32 3.66 4.86 0.71

Table of Mulliken atomic charges, one value per atom, all in e: number 1, Br, carries -0.142; number 2, C, carries -0.254; number 3, C, carries -0.599; number 4, Br, carries -0.187; number 5, H, carries 0.241; number 6, H, carries 0.094; number 7, H, carries 0.407; number 8, H, carries 0.399; number 9, Br, carries -0.195; number 10, C, carries -0.787; number 11, C, carries 0.928; number 12, Br, carries -0.098; number 13, H, carries 0.513; number 14, H, carries 0.348; number 15, H, carries -0.795; number 16, H, carries 0.098; number 17, C, carries -0.786; number 18, C, carries -0.044; number 19, O, carries -0.554; number 20, H, carries 0.345; number 21, H, carries 0.004; number 22, H, carries 0.355; number 23, H, carries 0.060; number 24, H, carries 0.291; number 25, H, carries 0.295; number 26, C, carries -0.862; number 27, C, carries -0.197; number 28, O, carries -0.618; number 29, H, carries 0.349; number 30, H, carries 0.301; number 31, H, carries 0.079; number 32, H, carries 0.452; number 33, H, carries 0.102; number 34, H, carries 0.334; number 35, C, carries -0.929; number 36, C, carries -0.403; number 37, O, carries -0.523; number 38, H, carries 0.104; number 39, H, carries 0.451; number 40, H, carries 0.422; number 41, H, carries 0.383; number 42, H, carries 0.311; number 43, H, carries 0.273; number 44, C, carries -0.453; number 45, C, carries -0.194; number 46, O, carries -0.541; number 47, H, carries 0.427; number 48, H, carries 0.085; number 49, H, carries -0.066; number 50, H, carries 0.188; number 51, H, carries 0.290; number 52, H, carries 0.301

=====

(4)
The following is a DFT calculation (ωB97M-V with the def2-TZVPD basis set) of 5 unconnected molecules or ions with the total composition C12H32ClO16S4.

Results
- spin multiplicity = 1
- highest occupied orbital energy (Ha) = -0.2461
- energy relative to the best compared isomer or geometry (same formula, charge and spin) (eV) = 3.261
- charge = -1

Element x y z (Å)
Cl1 -0.27 -0.08 -2.50
O1 -1.16 1.04 -2.65
O2 -0.63 -0.91 -1.35
O3 -0.27 -0.92 -3.72
O4 0.92 0.64 -2.26
O5 3.65 -5.06 -1.42
S1 2.46 -4.32 -1.35
O6 1.33 -4.75 -2.18
O7 1.96 -4.28 0.27
C1 0.68 -3.89 0.54
C2 0.51 -4.47 1.91
C3 2.73 -2.53 -1.71
H1 -0.10 -4.35 -0.07
H2 0.52 -2.84 0.34
H3 0.88 -5.49 2.01
H4 -0.50 -4.42 2.31
H5 1.10 -3.87 2.61
H6 1.79 -2.05 -2.00
H7 3.51 -2.42 -2.46
H8 3.15 -2.11 -0.80
O8 2.70 -1.40 1.74
S2 2.20 -0.26 2.54
O9 1.77 -0.51 3.90
O10 3.39 0.91 2.64
C4 3.04 2.22 2.77
C5 4.27 3.08 2.89
C6 0.75 0.62 1.66
H9 2.43 2.38 3.67
H10 2.42 2.58 1.95
H11 4.04 4.14 3.02
H12 4.84 3.04 1.96
H13 4.89 2.80 3.74
H14 0.62 1.59 2.14
H15 -0.18 0.06 1.80
H16 0.94 0.87 0.61
O11 -4.22 -3.74 -0.64
S3 -4.25 -4.14 -2.08
O12 -5.14 -5.24 -2.44
O13 -4.55 -2.77 -3.03
C7 -4.12 -1.53 -2.39
C8 -5.21 -0.96 -1.51
C9 -2.54 -4.42 -2.69
H17 -3.72 -0.82 -3.11
H18 -3.24 -1.66 -1.75
H19 -5.52 -1.75 -0.83
H20 -6.05 -0.72 -2.17
H21 -5.02 -0.13 -0.83
H22 -2.65 -5.15 -3.50
H23 -2.18 -4.94 -1.80
H24 -2.05 -3.49 -2.96
O14 -1.48 4.05 2.80
S4 -0.36 4.82 2.24
O15 0.98 4.83 2.79
O16 -0.36 4.29 0.70
C10 0.76 4.66 -0.01
C11 0.57 4.27 -1.50
C12 -0.95 6.50 1.88
H25 1.65 4.20 0.41
H26 0.96 5.73 0.04
H27 -0.19 3.50 -1.55
H28 1.40 3.89 -2.10
H29 0.25 5.16 -2.04
H30 -1.76 6.50 1.15
H31 -0.13 7.12 1.53
H32 -1.26 6.89 2.85

Table of Mulliken atomic charges, one value per atom, all in e: number 1, Cl, carries 1.579; number 2, O, carries -0.752; number 3, O, carries -0.434; number 4, O, carries -0.670; number 5, O, carries -0.666; number 6, O, carries -0.620; number 7, S, carries 1.113; number 8, O, carries -0.609; number 9, O, carries -0.345; number 10, C, carries 0.698; number 11, C, carries -1.486; number 12, C, carries -0.454; number 13, H, carries 0.036; number 14, H, carries 0.043; number 15, H, carries 0.342; number 16, H, carries 0.398; number 17, H, carries 0.297; number 18, H, carries -0.044; number 19, H, carries 0.445; number 20, H, carries 0.197; number 21, O, carries -0.498; number 22, S, carries 1.088; number 23, O, carries -0.672; number 24, O, carries -0.389; number 25, C, carries 0.608; number 26, C, carries -1.437; number 27, C, carries -0.975; number 28, H, carries 0.377; number 29, H, carries -0.331; number 30, H, carries 0.365; number 31, H, carries 0.363; number 32, H, carries 0.372; number 33, H, carries 0.286; number 34, H, carries 0.439; number 35, H, carries 0.385; number 36, O, carries -0.589; number 37, S, carries 1.168; number 38, O, carries -0.638; number 39, O, carries -0.383; number 40, C, carries -0.092; number 41, C, carries -1.140; number 42, C, carries -0.685; number 43, H, carries 0.476; number 44, H, carries 0.080; number 45, H, carries 0.298; number 46, H, carries 0.275; number 47, H, carries 0.359; number 48, H, carries 0.360; number 49, H, carries 0.225; number 50, H, carries 0.255; number 51, O, carries -0.627; number 52, S, carries 1.127; number 53, O, carries -0.553; number 54, O, carries -0.295; number 55, C, carries 0.145; number 56, C, carries -1.247; number 57, C, carries -0.965; number 58, H, carries 0.034; number 59, H, carries 0.349; number 60, H, carries 0.256; number 61, H, carries 0.383; number 62, H, carries 0.311; number 63, H, carries 0.323; number 64, H, carries 0.343; number 65, H, carries 0.399

=====

For reference, strongest force on any atom by record: 4.61 2.29 0.91 5.19 eV/A.